No. 1
Molecular formula: C25H21ClN2O2Ti
Method: DFT, ωB97M-V/def2-TZVPD

Output
Charge: -2
Expectation value of S²: 2.004
Multiplicity: 3
HOMO level (spin up / spin down): -0.2 / -0.3 eV
LUMO (spin up / spin down): 4.02 / 4.02 eV
Gap between HOMO and LUMO (spin up / spin down): 4.2 / 4.4 eV
Largest force on an atom: 3.12 eV/A

Geometry as XYZ:
```
52
Properties=species:S:1:pos:R:3:forces:R:3
C -2.0391 1.9230 1.9142 1.1071 1.4341 0.1120
C -2.7275 2.8032 1.0211 0.9077 0.1002 0.1928
C -1.8005 3.2787 0.0488 0.3848 0.0844 0.6022
H -3.7293 3.1840 1.1805 -0.0689 -0.4126 -0.4230
C -0.5095 2.7390 0.3528 -0.6926 0.4351 1.1024
C -0.6453 1.9177 1.5334 -0.9176 1.6643 0.2548
H 0.1450 1.4978 2.1320 -0.0098 -0.2812 -0.2212
H -2.4157 1.4991 2.8325 -0.1482 -0.2194 -0.2005
H -1.9876 4.0523 -0.6890 -0.1375 -0.4303 -0.0993
H 0.4123 2.9634 -0.1618 -0.0412 -0.0673 -0.1347
Ti -1.7559 0.8719 -0.0242 -0.7239 1.3550 -0.6388
Cl -3.0179 -0.8496 0.5209 -1.5382 -2.0289 0.1772
C -4.9048 1.5687 -4.8445 0.0275 1.4869 0.1139
C -3.8563 2.4322 -5.3066 -1.2348 0.4338 0.6728
C -4.1550 3.7654 -4.8693 -0.8457 -1.1501 0.1514
H -3.0078 2.1377 -5.9071 0.1184 -0.0489 0.0314
C -5.3882 3.7261 -4.1375 0.5933 -1.0953 -0.6895
C -5.8516 2.3686 -4.1222 1.1485 0.5056 -0.7313
H -6.7699 2.0181 -3.6734 -0.0387 -0.0582 0.1139
H -4.9851 0.5087 -5.0358 0.0419 -0.1135 0.0614
H -3.5725 4.6506 -5.0822 0.1007 0.0606 0.0451
H -5.8957 4.5762 -3.7034 -0.0117 0.0635 0.1087
O 0.7814 0.6569 -2.2421 1.1883 -1.0565 1.3704
C 0.9757 0.0573 -1.1811 -1.6088 -0.1107 0.5319
N 2.0844 -0.6623 -0.7404 0.9434 0.6605 -1.7075
C 1.9204 -1.2944 0.5410 -0.4710 -0.2254 -0.2726
C 0.5324 -0.7674 0.9055 -2.5554 1.6199 0.7613
O -0.0437 -0.8559 2.0106 1.7316 -0.7838 -1.8161
N 0.0336 -0.0398 -0.1448 2.0011 -1.4388 -0.4990
C 1.8676 -2.8237 0.4544 0.3933 0.2567 0.2997
C 0.6872 -3.5433 0.6288 0.0470 -0.5716 0.0978
C 0.7328 -4.9492 0.6960 0.1663 0.3455 -0.1398
C 1.9508 -5.6228 0.5648 -0.0041 0.2851 -0.0171
C 3.1268 -4.8879 0.3569 -0.1104 0.1407 -0.0841
C 3.0801 -3.4932 0.3002 -0.1704 -0.6252 -0.0205
C 2.7953 -0.7415 1.6447 -0.0260 -0.1061 0.2524
C 2.9524 -1.5086 2.7968 0.2755 0.2087 0.3885
C 3.5753 -0.9734 3.9266 -0.0156 0.1164 -0.2251
C 4.0191 0.3531 3.9159 -0.0260 -0.0064 -0.2822
C 3.8217 1.1376 2.7702 -0.1113 -0.3042 -0.1516
C 3.1935 0.5959 1.6376 0.4694 0.0281 0.4085
H 2.8459 -0.7815 -1.4051 -0.2280 -0.2456 0.6193
H -0.2647 -3.0260 0.7562 0.2478 -0.1197 -0.0002
H -0.1955 -5.5025 0.8666 0.3526 0.1773 -0.1030
H 1.9878 -6.7138 0.6221 -0.0096 0.3437 -0.0021
H 4.0885 -5.3922 0.2494 -0.2710 0.0429 0.0218
H 3.9893 -2.9102 0.1627 -0.0838 -0.1576 0.0825
H 2.5465 -2.5180 2.8175 0.1758 0.2120 0.0556
H 3.6987 -1.5995 4.8130 -0.0337 0.2507 -0.2047
H 4.5137 0.7774 4.7942 -0.1897 -0.1258 -0.2845
H 4.1485 2.1803 2.7444 -0.1238 -0.3292 0.0909
H 3.0123 1.2158 0.7582 0.0251 -0.1992 0.2274
```
Positions in Å, forces in eV/Å.

---

No. 2
Molecular formula: C4H3Br
Method: DFT, ωB97M-V/def2-TZVPD

Output
HOMO level: -9.7 eV
LUMO: 0.80 eV
Energy above the lowest of the compared OMol25 structures with the same formula, charge and spin: 14.3 kcal/mol
Gap between HOMO and LUMO: 10.5 eV
Largest force on an atom: 4.63 eV/A

Geometry as XYZ:
```
8
Properties=species:S:1:pos:R:3:forces:R:3
C 0.8246 -1.2386 -1.6833 -0.8428 0.8501 0.8370
C 0.3315 -0.6732 -0.7343 -1.9073 0.7971 2.8423
C -0.2805 1.2842 0.8102 0.1372 0.3313 -2.0997
C -0.3671 -0.0018 0.5995 2.2207 -2.9502 -2.7998
Br -1.0419 -1.1183 1.9956 0.3132 -0.1599 -0.6247
H 1.1121 -1.6455 -2.6204 0.2716 -0.1425 0.0231
H -0.5732 1.5932 1.7993 -0.0708 1.0321 -0.2683
H -0.0055 1.8001 -0.1666 -0.1218 0.2421 2.0901
```
Positions in Å, forces in eV/Å.

---

No. 3
Molecular formula: C46H100Br2F3NO9P
Method: DFT, ωB97M-V/def2-TZVPD

Output
Charge: +1
HOMO level: -11.2 eV
LUMO: -4.76 eV
Gap between HOMO and LUMO: 6.5 eV
Largest force on an atom: 2.92 eV/A

Geometry as XYZ:
```
162
Properties=species:S:1:pos:R:3:forces:R:3
C 5.0460 1.4607 4.2133 -0.8682 -0.4358 -2.4856
C 4.6366 1.1679 3.1047 0.3148 0.7506 2.7315
N 3.8247 0.7438 2.1015 0.2357 -0.3022 0.2810
C 3.5228 1.3783 1.0298 -0.9881 0.9221 -0.5169
P 4.2784 3.0369 0.6829 1.4297 0.4786 -0.7825
O 5.3798 2.8242 -0.2725 0.1353 -0.6789 0.1752
C 2.5229 0.6020 0.1404 1.2888 -0.3235 1.3043
C 1.1752 1.2406 0.5417 0.0954 -0.2878 -0.5901
C -0.0684 0.6733 -0.1900 -0.1461 0.8335 0.1214
C -0.9654 1.8390 -0.6865 -0.4358 -0.8899 1.3083
C -1.8348 2.3164 0.5111 -0.3757 0.6832 -0.5690
C -3.3361 2.0362 0.3300 -0.1266 -0.2048 0.7985
C -4.0328 1.5570 1.6180 -0.8622 0.1813 -0.5609
C -5.3146 0.7374 1.2920 0.2341 -0.0864 1.1245
C -5.2490 -0.6407 1.9958 0.8045 1.0316 -1.5308
C -4.2505 -1.5357 1.2265 -0.5005 -0.9316 0.4004
C -4.7699 -2.9978 1.2613 -0.0010 0.9155 0.1214
C -5.8831 -3.1367 0.2007 0.6022 -0.3364 -0.0705
C -5.3267 -3.9140 -1.0056 -0.2016 0.4103 0.9369
C 3.0091 0.6152 -1.3224 -0.5019 0.5643 -0.1882
C 2.1747 1.4253 -2.3289 0.5803 -0.0096 -0.2096
C 1.5875 0.5804 -3.4624 0.5871 1.1319 -0.0955
F 1.1451 -0.6194 -3.0609 -0.5238 -0.4162 0.2517
Br 0.1576 1.6483 -4.2572 -0.0112 -0.3842 -0.0078
C 2.6929 0.3114 -4.5164 -2.4137 -1.3142 -0.9901
F 3.2482 1.4271 -4.8865 1.0106 1.0134 -0.3229
F 3.5684 -0.5401 -4.0138 1.0328 -0.0621 0.5998
Br 1.9230 -0.5877 -6.0885 0.2097 0.1177 0.0959
C 2.8894 -0.8114 0.7256 -0.3178 -0.0304 -0.5378
C 2.1358 -2.0706 0.2211 1.2001 0.3758 -0.2152
C 3.1570 -2.9982 -0.4779 -1.2200 -0.8062 0.2240
C 3.9177 -3.8922 0.5194 0.2627 0.7666 0.1684
C 5.3330 -3.4039 0.8490 0.4711 -0.6678 -0.4832
C 6.1936 -3.0269 -0.3802 0.5671 0.4460 0.4329
C 6.7558 -1.5845 -0.3234 -0.0545 -0.0902 -0.2666
C 3.1880 -0.6040 2.2003 0.0585 -1.5474 0.2603
C 2.1378 -0.7369 3.3242 -0.6896 0.9441 -0.2418
C 0.6909 -1.0814 2.9152 0.1743 -0.5166 0.1915
H 5.3617 1.8404 5.1466 0.3969 -0.0031 0.3836
H 3.3645 3.9469 0.1154 -0.6242 -0.3858 0.6362
H 4.8411 3.5870 1.8558 -0.9518 -0.1862 0.3093
H 1.0868 1.1584 1.6260 -0.1608 -0.0757 0.0263
H 1.2323 2.3170 0.3508 -0.0361 0.0356 -0.0924
H 0.1733 -0.0368 -0.9779 0.2226 0.1288 -0.0553
H -0.6832 0.1458 0.5370 0.0499 -0.3427 -0.0906
H -0.3905 2.6862 -1.0441 0.0202 -0.1137 -0.4341
H -1.6475 1.4266 -1.4270 0.1672 0.3235 -0.3863
H -1.5140 1.8729 1.4567 0.1776 -0.0924 -0.0536
H -1.7149 3.3939 0.6197 0.1475 0.0268 0.1323
H -3.5209 1.2824 -0.4364 0.2376 -0.0834 -0.0866
H -3.8730 2.9310 0.0146 0.1339 0.0536 -0.3007
H -4.3674 2.4111 2.2078 0.3370 0.1416 0.1204
H -3.3650 0.9769 2.2575 0.1197 -0.1024 -0.1382
H -5.4071 0.6341 0.2108 -0.1707 -0.1754 -0.0272
H -6.2040 1.2525 1.6592 0.0089 0.1600 -0.1181
H -6.2520 -1.0583 2.0181 0.0395 -0.2743 0.2325
H -4.8468 -0.4488 2.9888 -0.4339 -0.2939 0.3242
H -3.2403 -1.4663 1.6364 0.0073 0.0715 0.1127
H -4.1905 -1.2324 0.1791 0.0624 0.1018 -0.0504
H -3.9564 -3.7040 1.0924 -0.0697 -0.1378 -0.0965
H -5.1435 -3.1580 2.2743 -0.0299 -0.2465 0.0038
H -6.1549 -2.1310 -0.1222 -0.2603 0.0291 -0.0137
H -6.7836 -3.6076 0.5920 -0.0095 -0.1094 0.0000
H -5.0229 -4.8966 -0.6483 -0.1429 -0.2269 -0.2796
H -6.0729 -3.9756 -1.7921 0.1929 -0.1497 -0.2542
H -4.4124 -3.4052 -1.3155 -0.0822 -0.0099 -0.4294
H 3.1089 -0.4027 -1.6840 -0.1105 -0.1352 0.1575
H 4.0222 1.0204 -1.3279 0.0535 -0.1432 -0.0452
H 1.3997 2.0523 -1.9035 -0.0520 -0.1810 0.2744
H 2.8600 2.1033 -2.8407 -0.1500 0.2431 0.0879
H 3.8956 -0.9504 0.3137 0.0669 0.0992 0.0430
H 1.3739 -1.7815 -0.4992 -0.2569 -0.0250 0.2196
H 1.7314 -2.6527 1.0414 -0.4969 0.1891 0.0201
H 2.5628 -3.6612 -1.1107 0.0548 0.0184 -0.1588
H 3.8089 -2.4455 -1.1518 0.0877 0.0532 0.0660
H 3.3601 -3.9295 1.4611 -0.1322 -0.1066 -0.0280
H 3.9393 -4.9195 0.1634 0.2186 -0.0257 -0.1621
H 5.8492 -4.2239 1.3629 -0.1681 0.2371 0.1436
H 5.3516 -2.5528 1.5347 -0.2812 -0.0073 0.0615
H 7.0622 -3.6822 -0.3924 -0.0687 -0.1985 -0.1058
H 5.6837 -3.1732 -1.3302 -0.1283 -0.1554 0.0448
H 6.5506 -1.0959 0.6341 0.0001 -0.0455 0.0541
H 6.3457 -0.9447 -1.1095 -0.0317 0.0275 -0.0084
H 7.8408 -1.5797 -0.4350 -0.1952 0.1016 0.0114
H 3.9797 -1.2978 2.4857 0.2611 0.2130 -0.1472
H 2.4587 -1.4773 4.0480 0.2943 -0.0464 -0.0097
H 2.1131 0.2107 3.8692 0.0951 0.0224 0.0443
H 0.5285 -2.1468 3.0689 -0.0958 -0.0669 -0.0684
H 0.4416 -0.8852 1.8797 0.0662 0.1681 0.0020
H -0.0214 -0.5720 3.5580 -0.0452 0.1417 -0.0031
C 0.5778 6.9508 0.8172 0.0093 0.0326 0.0222
C 0.9292 5.5118 1.1375 0.0031 0.2579 -0.3646
O 0.4853 4.6388 0.0973 0.2759 -0.2788 0.1874
H -0.4994 7.0579 0.6922 -0.0043 -0.0328 0.0656
H 0.9085 7.6215 1.6110 0.0074 0.0147 -0.0246
H 1.0443 7.2633 -0.1197 0.0685 0.0195 0.0482
H 0.4474 5.1971 2.0625 -0.0492 -0.1620 -0.0841
H 2.0142 5.3959 1.2587 0.0131 0.1102 0.1799
H 0.9152 4.9145 -0.7207 -0.2216 0.1522 -0.0838
C 5.4231 4.0176 -2.9376 -0.1792 0.1526 -0.1060
C 5.9555 2.6019 -3.0644 0.1852 0.1537 0.5244
O 7.1219 2.4235 -2.2744 0.2302 -0.1009 -0.4056
H 6.1796 4.7372 -3.2507 -0.0087 -0.0269 -0.0982
H 4.5289 4.1589 -3.5504 0.0088 0.0421 -0.0594
H 5.1744 4.2404 -1.8967 0.0152 -0.0025 -0.2652
H 6.2224 2.3853 -4.0978 0.0660 -0.0726 0.0226
H 5.1972 1.8736 -2.7444 -0.0402 0.0430 -0.2113
H 6.8791 2.6029 -1.3583 -0.0516 -0.0509 -0.1535
C 9.9628 1.5514 1.0847 -0.0493 0.0023 0.0316
C 10.3389 0.1053 1.3533 0.0797 0.1589 -0.3581
O 9.8338 -0.7536 0.3334 0.0179 -0.0309 0.1781
H 8.8779 1.6578 1.0264 -0.0064 -0.0232 0.0370
H 10.3395 2.2073 1.8713 0.0213 0.0158 -0.0276
H 10.3711 1.8857 0.1285 0.0549 0.0281 0.0449
H 9.9130 -0.2315 2.2977 -0.0145 -0.1270 -0.0501
H 11.4262 -0.0050 1.4067 0.0008 0.0464 0.1616
H 10.2156 -0.4679 -0.5030 -0.0093 -0.0213 -0.0131
C 6.3458 -7.4761 4.6180 0.0427 0.0522 0.0346
C 5.6848 -6.5371 3.6270 0.1441 -0.3587 -0.1317
O 6.5433 -6.2692 2.5192 -0.0931 0.1943 0.0382
H 7.2803 -7.0482 4.9820 -0.0368 0.0455 0.0252
H 5.6928 -7.6707 5.4699 0.0089 -0.0374 -0.0118
H 6.5901 -8.4287 4.1427 -0.0923 -0.0299 0.0217
H 5.4609 -5.5804 4.0988 0.0415 0.0618 -0.1073
H 4.7483 -6.9677 3.2563 -0.0810 0.0564 0.1261
H 6.7366 -7.1093 2.0914 0.0521 0.0167 -0.0127
C -10.4798 -2.3630 3.0808 -0.0187 0.0304 -0.0630
C -8.9867 -2.1129 3.1744 -0.2324 0.1031 0.2755
O -8.7038 -0.7177 3.2821 0.1640 -0.0489 -0.0359
H -10.8987 -1.8428 2.2186 0.0416 -0.0494 -0.0346
H -10.6939 -3.4285 2.9865 -0.0187 0.0120 0.0225
H -10.9912 -1.9826 3.9683 0.0197 -0.0842 0.0448
H -8.4822 -2.4753 2.2785 0.0711 0.1030 -0.0061
H -8.5629 -2.6299 4.0416 0.0233 -0.1256 -0.0908
H -9.1365 -0.3914 4.0769 0.0007 0.0289 -0.0042
C -9.0853 -1.2600 -3.8858 -0.0593 0.0433 0.0025
C -8.2254 -2.3843 -3.3460 -0.3255 -0.1430 -0.2367
O -9.0217 -3.3732 -2.6964 0.1800 0.0395 0.2230
H -9.6498 -0.7977 -3.0763 0.1002 0.0687 0.0263
H -8.4745 -0.4969 -4.3703 -0.0448 0.0236 0.0022
H -9.8122 -1.6361 -4.6103 0.0961 -0.0273 -0.0776
H -7.5204 -1.9996 -2.6086 -0.0211 -0.1165 0.0790
H -7.6561 -2.8634 -4.1502 0.1254 0.1419 0.0007
H -9.6379 -3.7252 -3.3457 -0.0129 -0.0116 0.0176
C -9.1844 -0.1003 0.0662 0.1756 -0.0906 0.0672
C -9.0904 1.3844 -0.2249 -0.3867 -0.2443 -0.0794
O -9.5206 1.6658 -1.5559 0.2228 0.1510 -0.0456
H -8.5730 -0.6652 -0.6406 0.0225 0.0219 -0.0160
H -8.8508 -0.3264 1.0815 -0.0767 0.0720 -0.0972
H -10.2140 -0.4499 -0.0476 -0.0213 0.0101 0.0602
H -8.0607 1.7288 -0.1342 -0.0216 0.0750 -0.1255
H -9.7076 1.9560 0.4763 0.1242 -0.0075 0.1248
H -10.4333 1.3718 -1.6321 -0.0055 0.0236 -0.0228
C -2.3994 4.8057 -5.5766 -0.0295 -0.0070 0.0797
C -1.3219 5.7218 -5.0279 0.0758 -0.3184 -0.1213
O -0.6741 5.1337 -3.8993 0.0163 0.1576 0.1949
H -3.1416 4.5881 -4.8076 -0.0174 0.0672 -0.0050
H -2.9022 5.2591 -6.4316 0.0112 -0.0405 -0.0163
H -1.9705 3.8505 -5.8924 0.0184 0.0470 -0.1018
H -1.7533 6.6645 -4.6959 0.0710 -0.0075 0.1026
H -0.5722 5.9386 -5.7955 -0.0859 0.1047 -0.0540
H -0.2808 4.3046 -4.1883 0.0174 0.0113 -0.0013
```
Positions in Å, forces in eV/Å.

---

No. 4
Molecular formula: CH5N2
Method: DFT, ωB97M-V/def2-TZVPD

Output
Charge: +1
HOMO level: -16.0 eV
LUMO: -4.29 eV
Energy above the lowest of the compared OMol25 structures with the same formula, charge and spin: 56.8 kcal/mol
Gap between HOMO and LUMO: 11.7 eV
Largest force on an atom: 3.46 eV/A

Geometry as XYZ:
```
8
Properties=species:S:1:pos:R:3:forces:R:3
C -0.3944 -0.3344 0.5645 2.3162 0.4884 1.2717
N -1.3778 -0.8956 0.1751 -2.2954 -0.0108 -0.8789
N 0.7120 0.4811 -0.2565 1.0207 1.8604 2.4002
H 0.0945 -0.3552 1.5655 -0.9388 -0.3463 -0.4985
H -1.9806 -0.8360 -0.6743 1.2998 -0.1275 0.6896
H 0.7426 0.2263 -1.1805 0.0369 -1.4563 -3.1340
H 0.5277 1.5491 -0.3779 0.7686 -1.9616 1.1948
H 1.6760 0.1647 0.1840 -2.2081 1.5538 -1.0449
```
Positions in Å, forces in eV/Å.